ORCA calculation (ωB97M-V/def2-TZVPD) on 2 unconnected molecules or ions with the total composition C5H12NO at a distorted geometry.

Computed properties:
strongest force on any atom	2.580	eV/A
HOMO-LUMO gap (spin up / spin down)	9.32 / 6.44	eV
⟨S²⟩	1.651

```
! RIJCOSX wB97M-V def2-TZVPD def2/J DEFGRID3
* xyz 0 2
H -1.2909 -0.6495 -1.2350
C -0.5320 -0.4980 -0.4554
H 0.8201 2.4139 0.1695
H -2.4261 -0.0031 0.5743
H 1.9855 -0.5570 -1.8203
H 2.5638 0.8912 -1.0538
C -1.1377 -1.1863 1.9093
H 0.3221 2.0478 -2.2886
N 0.1162 1.0456 -2.2238
C 0.4548 0.5515 -0.9150
H 0.4894 1.4964 -0.1639
H 0.0491 -1.3583 -0.1332
C -1.3798 -0.1075 0.8357
H -0.8505 0.7819 1.2134
O 0.1269 -1.3067 2.3363
C 1.8900 0.0515 -0.9210
H 2.1129 -0.6238 -0.0931
H -1.7416 -0.8702 2.7944
H -1.5723 -2.1195 1.4700
*
```